Computed, not measured: a single C9H12N2O3S molecule, with ωB97M-V with the def2-TZVPD basis set.

XYZ file:
```
27
Properties=species:S:1:pos:R:3:forces:R:3
N 1.611 -1.499 2.673 1.8 -3.8 -4.9
C 1.628 -1.197 1.337 1.9 -1.5 0.9
O 2.184 -1.917 0.518 -0.9 0.3 0.2
C 1.206 0.187 0.984 -1.7 0.3 -2.0
N 2.209 0.985 0.492 3.9 1.0 -0.9
S 0.041 0.934 2.119 -1.2 0.3 0.3
C -0.180 0.329 0.364 -0.9 1.8 1.4
C -1.075 -0.886 0.172 3.1 -1.5 1.8
C -0.718 -1.233 -1.198 -0.2 1.1 -3.4
C -0.681 0.161 -1.933 -3.9 0.2 0.2
C -0.779 1.224 -0.810 1.9 -3.0 -0.4
C -1.507 2.303 -0.973 -1.3 1.9 -0.5
C -1.581 3.570 -0.168 -0.9 1.6 0.8
O -2.334 4.496 -0.466 1.4 -1.9 0.1
O -0.739 3.713 0.894 -0.5 -2.2 0.2
H 1.293 -0.909 3.285 -2.4 3.8 4.1
H 1.896 -2.417 2.954 0.2 -0.1 0.0
H 2.325 1.171 -0.540 -0.5 -0.7 1.8
H 3.168 0.778 0.936 -2.1 0.5 -1.1
H -0.786 -1.701 0.868 -0.4 0.5 -0.1
H -2.053 -0.604 0.330 -2.3 0.5 0.2
H -1.429 -1.797 -1.817 0.4 -0.6 0.7
H 0.315 -1.528 -1.327 -0.1 -1.1 0.5
H -1.662 0.239 -2.602 2.5 0.1 0.9
H 0.243 0.219 -2.449 0.6 0.5 -1.0
H -2.197 2.432 -1.870 1.4 -0.4 0.9
H -0.561 2.777 1.305 0.2 2.1 -1.0
```
Positions in Å, forces in eV/Å.

Energy above the lowest of the compared OMol25 structures with the same formula, charge and spin in kcal/mol: 75.68
HOMO-LUMO gap in eV: 9.7
F_max in hartree/bohr: 0.1248
SMILES: NC(=O)[C@]1(N)S[C@]12CCC/C2=C/C(=O)O
E_LUMO in eV: 0.11